Here is the molecule C4H8O2 from OMol25. Energies are from the ωB97M-V functional and the def2-TZVPD basis.

```
14
Properties=species:S:1:pos:R:3:forces:R:3
C 0.789 -1.586 -1.568 0.182 -0.237 -0.142
O -0.178 -0.711 -1.051 -0.157 -0.049 0.042
C 0.377 0.274 -0.224 -0.051 0.076 0.280
C -0.742 1.069 0.410 -0.230 -0.754 0.538
C -0.981 1.001 1.852 0.019 -0.338 0.442
O -0.268 2.080 1.273 0.010 0.270 -0.050
H 1.513 -1.063 -2.211 -0.113 -0.023 0.094
H 1.345 -2.093 -0.764 -0.082 0.067 -0.085
H 0.262 -2.335 -2.161 0.095 0.077 0.051
H 1.096 0.903 -0.785 -0.444 0.057 0.122
H 0.953 -0.172 0.607 0.015 -0.069 -0.174
H -1.737 1.107 0.005 0.128 0.946 -1.535
H -0.482 0.197 2.374 0.476 0.381 0.511
H -1.948 1.328 2.243 0.152 -0.406 -0.095
```
Positions in Å, forces in eV/Å.

Calculated values
frontier orbital gap = 11.09 eV
max |F| = 0.0351 hartree/bohr
structure (SMILES) = COC[C@H]1CO1
E_tot = -307.6016 hartree
ΔE to the lowest compared entry with this formula, charge and spin = 69.5 kcal per mole